Record 1
{"formula": "C5H6OS2", "method": "wB97M-V/def2-TZVPD", "lumo_energy_ha": 0.0174, "spin_multiplicity": 1, "homo_energy_ha": -0.3400, "de_lowest_kcal_mol": 59.8, "energy_ha": -1065.6335, "orbital_gap_ev": 9.72, "species": ["O", "C", "S", "C", "C", "S", "C", "C", "H", "H", "H", "H", "H", "H"], "positions_angstrom": [[2.0944, 1.5125, -1.3738], [1.5298, 0.7600, -0.6559], [1.9041, -1.0541, -0.5694], [0.3809, -1.5234, 0.3690], [-0.4525, -0.2941, 0.0191], [-1.0182, -0.4285, -1.6974], [-1.0314, 0.9979, 0.5980], [0.4548, 0.8851, 0.3535], [-0.0972, -2.4363, 0.0611], [0.6286, -1.5878, 1.4260], [-2.3464, -0.1420, -1.4691], [-1.2646, 1.0597, 1.6625], [-1.7003, 1.6215, -0.0597], [0.9180, 0.6295, 1.3362]], "mulliken_charge": [-0.50, 0.25, -0.08, -0.77, 0.25, -0.19, -0.58, 0.04, 0.39, 0.32, 0.13, 0.23, 0.31, 0.20]}

***

Record 2
{"formula": "C5H6S", "method": "wB97M-V/def2-TZVPD", "lumo_energy_ha": -0.0270, "spin_multiplicity": 1, "homo_energy_ha": -0.3128, "de_lowest_kcal_mol": 34.3, "energy_ha": -592.2172, "orbital_gap_ev": 7.78, "species": ["C", "C", "C", "C", "C", "S", "H", "H", "H", "H", "H", "H"], "positions_angstrom": [[1.0962, 0.9248, 1.2530], [1.1074, -0.3124, 0.7507], [-0.1111, -0.9938, 0.2789], [-1.1290, -0.6492, -0.4973], [-1.1019, 0.4687, -1.4426], [0.1304, 1.1406, -2.2812], [0.2274, 1.5086, 1.2106], [2.0475, 1.3479, 1.5680], [1.9600, -0.9263, 0.7266], [-0.0983, -2.0204, 0.7586], [-1.9695, -1.3315, -0.6366], [-2.1588, 0.8432, -1.6885]], "mulliken_charge": [-0.66, -0.31, -0.14, -0.11, -0.37, -0.17, 0.34, 0.24, 0.35, 0.26, 0.32, 0.26]}

***

Record 3
{"formula": "C5H6S", "method": "wB97M-V/def2-TZVPD", "lumo_energy_ha": 0.0250, "spin_multiplicity": 1, "homo_energy_ha": -0.3092, "de_lowest_kcal_mol": 47.5, "energy_ha": -592.1961, "orbital_gap_ev": 9.10, "species": ["C", "C", "C", "C", "C", "H", "H", "H", "H", "H", "H", "S"], "positions_angstrom": [[0.5070, 0.0850, 1.0841], [-0.9479, 0.1089, 0.5182], [0.7309, -0.7794, -0.1901], [0.3977, 0.1865, -1.2536], [-0.7604, 0.6361, -0.8679], [0.8386, -0.3650, 2.0034], [0.9715, 1.1242, 0.9706], [-1.9197, 0.5425, 0.9919], [1.5829, -1.4794, -0.0881], [0.8398, 0.2979, -2.1469], [-1.4172, 1.3972, -1.2416], [-0.8233, -1.7546, 0.2201]], "mulliken_charge": [-0.74, -0.10, 0.00, -0.97, -0.30, 0.27, 0.26, 0.40, 0.50, 0.52, 0.40, -0.24]}

***

Record 4
{"formula": "C5H6S2", "method": "wB97M-V/def2-TZVPD", "lumo_energy_ha": 0.0093, "spin_multiplicity": 1, "homo_energy_ha": -0.3132, "de_lowest_kcal_mol": 98.6, "energy_ha": -990.3078, "orbital_gap_ev": 8.78, "species": ["C", "C", "C", "C", "C", "H", "H", "H", "H", "H", "H", "S", "S"], "positions_angstrom": [[0.8898, -0.3505, 0.0192], [0.0023, 0.2868, -1.0086], [-0.2921, 0.3079, 1.0348], [-1.5349, -0.2778, 0.5224], [-1.4902, -0.2134, -0.7785], [3.2871, -0.9945, 0.5011], [0.7940, -1.5689, 0.1750], [0.5570, 0.4674, -2.0133], [-0.0046, 0.6423, 2.1388], [-2.4207, -0.4662, 0.9465], [-2.5430, 0.0435, -1.4504], [2.6408, 0.2583, -0.0824], [0.1145, 1.8650, -0.0047]], "mulliken_charge": [-0.32, -0.15, -0.22, -0.58, -0.32, 0.14, 0.30, 0.41, 0.41, 0.52, 0.22, -0.19, -0.22]}

***

Record 5
{"formula": "C5H6Se", "method": "wB97M-V/def2-TZVPD", "lumo_energy_ha": [-0.0194, -0.0193], "spin_multiplicity": 1, "homo_energy_ha": [-0.2818, -0.2818], "de_lowest_kcal_mol": 72.9, "energy_ha": -2595.3546, "orbital_gap_ev": [7.14, 7.14], "species": ["C", "C", "C", "C", "C", "Se", "H", "H", "H", "H", "H", "H"], "positions_angstrom": [[-1.5762, -0.3873, 0.0677], [-0.9403, 0.8850, 0.0416], [-0.6912, -1.4534, -0.1479], [0.4057, 1.0266, -0.2197], [1.4777, 0.4056, -0.8652], [3.0236, -0.0728, 0.0309], [-2.6556, -0.4320, 0.1032], [-1.5049, 1.8891, 0.1335], [-0.9724, -2.4547, -0.4058], [0.6186, 2.0139, 0.0221], [0.4049, -1.1946, -0.1592], [2.4100, -0.2255, 1.3989]], "mulliken_charge": [-0.06, -0.10, -0.66, -0.18, -0.35, 0.04, 0.35, 0.21, 0.29, 0.32, 0.01, 0.13]}

***

Record 6
{"formula": "C5H7Br2N2", "method": "wB97M-V/def2-TZVPD", "charge": 1, "lumo_energy_ha": -0.1513, "spin_multiplicity": 1, "homo_energy_ha": -0.4425, "de_lowest_kcal_mol": 98.1, "energy_ha": -5451.8522, "orbital_gap_ev": 7.92, "species": ["C", "C", "C", "C", "C", "N", "N", "Br", "Br", "H", "H", "H", "H", "H", "H", "H"], "positions_angstrom": [[0.1876, 0.0495, 0.1768], [2.2326, -0.9612, 0.0530], [2.1410, 1.0726, -0.2779], [0.2145, -2.4280, 0.2889], [0.2650, 2.4704, -0.2086], [0.9224, -1.1473, 0.2467], [0.8951, 1.1598, -0.0172], [3.5496, -2.2236, -0.1487], [3.5422, 2.1620, 0.0974], [-0.8479, -0.0105, 0.5572], [-0.7911, -2.2818, 0.7510], [0.0504, -2.6960, -0.7233], [0.8760, -3.1407, 0.8881], [-0.3007, 2.3629, -1.1868], [-0.2422, 2.8909, 0.6288], [0.9461, 3.2752, -0.4266]], "mulliken_charge": [-0.16, 0.16, 0.08, -0.80, -0.90, 0.12, 0.13, 0.02, 0.04, 0.28, 0.27, 0.40, 0.31, 0.35, 0.35, 0.35]}

***

Record 7
{"formula": "C5H7Br2N2O2", "method": "wB97M-V/def2-TZVPD", "charge": 1, "lumo_energy_ha": -0.1789, "spin_multiplicity": 1, "homo_energy_ha": -0.5329, "de_lowest_kcal_mol": 35.8, "energy_ha": -5602.3944, "orbital_gap_ev": 9.63, "species": ["C", "N", "C", "C", "O", "C", "Br", "N", "Br", "C", "O", "H", "H", "H", "H", "H", "H", "H"], "positions_angstrom": [[0.9570, 0.6070, -1.3814], [0.5341, 0.0220, -0.1105], [1.6047, -0.8315, 0.4989], [-0.0770, 1.0035, 0.7827], [0.4477, 1.9065, 1.3282], [-1.7189, 0.6678, 0.8249], [-2.4241, 2.0832, -0.4625], [-1.7003, -0.6599, 0.3091], [-3.3885, -1.5597, 0.1330], [-0.6099, -1.1319, -0.2739], [-0.4030, -2.1844, -0.6888], [1.5575, -0.2021, -2.0125], [0.0434, 1.1175, -1.7641], [1.6157, 1.3400, -1.0648], [1.5600, -1.7993, 0.1184], [2.5663, -0.3794, 0.2587], [1.6615, -0.9292, 1.6350], [-2.2262, 0.9297, 1.8695]], "mulliken_charge": [-0.78, 0.21, -0.88, 0.16, -0.36, -0.18, -0.04, -0.23, 0.16, 0.70, -0.41, 0.33, 0.30, 0.45, 0.41, 0.39, 0.31, 0.46]}

***

Record 8
{"formula": "C5H7BrN2", "method": "wB97M-V/def2-TZVPD", "lumo_energy_ha": [-0.0025, 0.0130], "spin_multiplicity": 1, "homo_energy_ha": [-0.2443, -0.2871], "de_lowest_kcal_mol": 96.2, "energy_ha": -2878.0620, "orbital_gap_ev": [6.58, 8.17], "species": ["C", "C", "C", "C", "C", "N", "N", "Br", "H", "H", "H", "H", "H", "H", "H"], "positions_angstrom": [[-0.0252, -0.1598, -1.3350], [1.1797, 0.4093, -1.5104], [-1.1702, 0.3269, -0.4361], [-1.2047, -0.4577, 0.7046], [-0.0022, -0.6374, 1.5411], [-0.2610, -1.3552, -1.7419], [-0.5588, -2.3243, -2.1618], [-2.5337, -1.8784, 0.7132], [2.1157, -0.0343, -1.9197], [1.4073, 1.4732, -1.3745], [-0.8647, 1.3651, -0.3169], [-2.2221, 0.4931, -0.9121], [0.2777, 0.3816, 2.0760], [0.8794, -0.9188, 0.9344], [-0.0659, -1.3775, 2.2860]], "mulliken_charge": [0.59, -1.13, -0.69, 0.12, -0.96, 0.76, -0.72, -0.15, 0.28, 0.29, 0.36, 0.33, 0.23, 0.27, 0.42]}